i) The following is a quantum chemistry calculation of 2 unconnected molecules or ions with the total composition C11H17N4, from the Open Molecules 2025 dataset.

Values from the calculation:
- HOMO (eV) = -10.410
- frontier orbital gap (eV) = 7.277
- charge = +1

Positions of all 32 atoms, in Å:
C: -2.959 0.694 1.884
N: 0.082 -1.104 -0.307
C: 2.314 -0.625 -0.185
H: -0.496 -1.832 0.081
H: -2.882 -0.154 2.570
C: 1.106 -0.613 0.520
C: -3.391 1.084 -0.488
H: 2.119 0.989 3.254
C: 3.488 -0.214 0.424
H: -5.010 1.003 -1.716
N: -2.792 2.257 -0.500
C: 2.972 -1.180 -2.666
C: 2.208 0.359 2.382
H: -1.988 1.158 1.843
H: 0.228 -0.271 2.530
H: 3.521 -2.118 -2.685
C: 0.710 -1.400 -1.537
H: 4.303 0.622 2.243
H: 4.386 -0.328 -0.158
H: -3.667 1.263 2.498
N: -4.076 0.630 -1.613
H: -2.708 2.746 -1.377
H: 3.633 -0.325 -2.692
H: -4.157 -0.411 0.547
H: -3.527 0.653 -2.459
C: 1.045 -0.179 1.820
H: 0.108 -1.918 -2.271
H: 2.406 -1.294 -3.597
N: -3.483 0.342 0.587
H: -2.177 2.586 0.237
C: 3.418 0.346 1.690
C: 2.024 -1.121 -1.517

***

ii) The following is a quantum chemistry calculation of 2 unconnected molecules or ions with the total composition C11H17N4, from the Open Molecules 2025 dataset.

Values from the calculation:
- HOMO (eV) = -10.752
- frontier orbital gap (eV) = 7.805
- charge = +1

Positions of all 32 atoms, in Å:
H: 0.480 3.354 -0.564
H: 2.683 -1.802 -2.875
H: 2.997 -2.678 -0.016
C: 1.596 2.506 0.998
H: -2.438 1.626 2.149
C: 2.074 1.376 1.710
H: -3.367 -1.669 -0.931
C: 1.589 0.318 -0.452
H: 2.735 1.433 2.564
C: 1.762 -1.493 -2.409
H: 2.799 -1.418 2.009
C: 1.913 0.212 0.929
H: 1.613 3.457 1.482
N: -1.684 -1.385 1.003
C: 2.388 -1.779 -0.036
H: -3.005 1.308 -0.247
H: -0.689 -1.460 1.388
C: 0.991 2.490 -0.221
H: -3.938 -0.081 -1.956
H: -4.662 -0.617 -0.544
H: -1.543 -1.860 0.029
H: 1.510 -0.600 -2.968
C: -3.703 -0.588 -1.040
H: 0.831 1.429 -2.069
N: 2.288 -1.125 1.218
H: -1.851 0.114 2.921
C: 1.928 -0.998 -1.030
C: 0.898 1.419 -1.011
N: -3.004 0.254 -0.112
N: -2.020 0.631 1.982
H: 1.025 -2.299 -2.818
C: -2.197 -0.074 0.916

***

From most stable to least stable, the computed energies give i), ii).